(1)
Molecular formula: C5H6O3
Method: DFT, ωB97M-V/def2-TZVPD

Last column: Löwdin charge in e.
CARTESIAN COORDINATES (ANGSTROEM)
C 1.1959 -0.7230 -1.6242  -0.062
O 0.0787 0.1243 -1.2771  -0.152
C 0.4884 1.0815 -0.4068  -0.143
C -0.1532 1.2662 0.8053  0.012
C -1.2178 0.3921 1.3182  -0.336
O -2.2209 0.9725 1.7371  0.072
C -1.2198 -1.1661 1.3199  -0.121
O -0.1929 -1.7715 1.0404  0.068
H 0.6430 -1.5673 -2.1208  0.117
H 1.8115 -0.1273 -2.2965  0.085
H 1.7918 -1.0086 -0.7735  0.082
H 1.2319 1.7684 -0.8585  0.134
H -0.0876 2.2362 1.2749  0.109
H -2.1489 -1.4773 1.8616  0.136

Values from the calculation:
- ΔE to the lowest compared entry with this formula, charge and spin: 53.9 kcal per mole



(2)
Molecular formula: C29H49AsIrN10Se
Method: DFT, ωB97M-V/def2-TZVPD

Last column: Löwdin charge in e.
CARTESIAN COORDINATES (ANGSTROEM)
Ir -0.6190 1.1491 0.4446  1.157
N -0.1293 -0.2874 1.9237  -0.097
C -1.0741 -0.5299 3.0626  -0.191
C -1.3882 0.7544 3.8119  -0.145
C -2.3449 1.6699 3.0707  -0.181
N -1.6999 2.2812 1.8702  -0.067
H 0.1166 -1.1782 1.4981  0.086
H 0.7284 0.0346 2.3623  0.067
H -0.6219 -1.2631 3.7311  0.140
H -1.9872 -0.9645 2.6652  0.079
H -0.4636 1.2866 4.0654  0.124
H -1.8427 0.4915 4.7680  0.144
H -2.6915 2.4731 3.7214  0.146
H -3.2197 1.1229 2.7364  0.084
H -1.0383 2.9706 2.2261  0.105
H -2.4035 2.8311 1.3779  0.108
Se 1.7228 8.3762 -0.6881  1.315
N 2.2230 7.1165 0.4470  -0.192
C 1.5152 6.0481 0.1678  -0.342
C 1.6513 4.7881 0.8771  -0.051
C 2.5793 4.5942 1.9033  0.077
C 2.6631 3.3526 2.4968  0.017
C 1.8204 2.3383 2.0622  -0.109
N 0.9188 2.5016 1.0916  -0.076
C 0.8291 3.7207 0.5023  -0.170
C -0.1373 3.8544 -0.5745  -0.144
N -0.9063 2.7647 -0.8535  -0.057
C -1.7561 2.8496 -1.8757  -0.076
C -1.9080 3.9963 -2.6486  0.026
C -1.1598 5.1113 -2.3541  0.074
C -0.2482 5.0440 -1.2944  -0.053
C 0.5886 6.1698 -0.9104  -0.339
N 0.5472 7.3377 -1.5047  -0.190
H 3.2151 5.4170 2.2066  0.147
H 3.3701 3.1551 3.2905  0.136
H 1.9088 1.3624 2.5179  0.106
H -2.3371 1.9728 -2.0886  0.064
H -2.6201 3.9937 -3.4621  0.138
H -1.2519 6.0310 -2.9184  0.146
C 5.4241 -5.5836 -0.3699  -0.001
C 3.9066 -5.6187 -0.1389  -0.572
C 3.4646 -6.9423 0.4720  -0.012
C 3.1328 -5.2868 -1.4063  -0.027
N 3.6287 -4.5757 0.9004  0.081
N 3.5189 -3.2768 0.6568  0.166
H 5.6832 -6.4110 -1.0306  0.116
H 5.9775 -5.7203 0.5594  0.102
H 5.7396 -4.6549 -0.8474  0.092
H 3.6912 -7.7455 -0.2271  0.113
H 2.3932 -6.9574 0.6707  0.099
H 4.0069 -7.1571 1.3951  0.103
H 3.3077 -6.0846 -2.1266  0.115
H 3.4784 -4.3682 -1.8896  0.079
H 2.0592 -5.2352 -1.2207  0.096
H 3.8202 -4.8174 1.8698  0.186
H 3.5178 -3.0566 -0.3317  0.115
H 4.0718 -2.6676 1.2509  0.148
C -5.1279 0.9673 0.6736  -0.118
C -4.2604 -0.2671 0.8809  -0.383
As -2.6020 -0.3272 -0.1531  1.191
C -2.1141 -2.2093 0.2099  -0.402
C -2.7606 -3.3016 -0.6371  -0.121
C -3.3293 -0.1211 -1.9672  -0.393
C -4.3453 -1.1514 -2.4588  -0.111
H -6.0760 0.8423 1.1956  0.102
H -5.3658 1.1337 -0.3762  0.073
H -4.6650 1.8772 1.0642  0.063
H -4.7846 -1.1700 0.5588  0.085
H -4.0222 -0.4282 1.9311  0.057
H -2.4061 -2.3554 1.2512  0.066
H -1.0276 -2.3025 0.1671  0.041
H -3.8418 -3.1991 -0.6904  0.075
H -2.5529 -4.2701 -0.1824  0.094
H -2.3682 -3.3223 -1.6536  0.075
H -2.4969 -0.0221 -2.6642  0.062
H -3.8325 0.8461 -1.9137  0.051
H -3.8853 -2.0917 -2.7427  0.066
H -4.8345 -0.7479 -3.3453  0.099
H -5.1291 -1.3501 -1.7284  0.079
C 2.5680 1.8123 -1.4470  0.032
C 1.6143 0.7129 -1.7678  -0.330
N 0.5379 0.2376 -1.1237  -0.060
C 0.0700 -0.8193 -1.9036  -0.153
C 0.8420 -0.9643 -3.0018  -0.027
N 1.8025 0.0041 -2.8939  0.133
H 2.5705 2.0703 -0.3990  0.055
H 2.3424 2.7036 -2.0364  0.109
H 3.5780 1.4986 -1.7111  0.107
H -0.7892 -1.4041 -1.6483  0.048
H 0.7844 -1.6446 -3.8339  0.141
H 2.5361 0.1851 -3.5645  0.188

Values from the calculation:
- Net charge: +4
- ΔE to the lowest compared entry with this formula, charge and spin: 55.6 kcal per mole
- Spin multiplicity: 2
- <S²>: 0.75



(3)
Molecular formula: C28H26HgN2O2P2
Method: DFT, ωB97M-V/def2-TZVPD

Last column: Löwdin charge in e.
CARTESIAN COORDINATES (ANGSTROEM)
Hg 0.1416 0.1012 0.9016  0.923
O -0.8826 -1.5206 -0.7140  -0.446
P -0.3424 -2.5881 -1.5948  0.712
C 1.1569 -2.0005 -2.4497  -0.276
P 2.3008 -1.2093 -1.2502  0.747
O 1.7050 0.0069 -0.6230  -0.504
C 2.7946 -2.4569 -0.0388  -0.283
C 2.6115 -2.1930 1.3128  -0.104
C 3.0296 -3.1052 2.2693  -0.061
C 3.6553 -4.2781 1.8756  -0.059
C 3.8678 -4.5321 0.5266  -0.060
C 3.4442 -3.6257 -0.4293  -0.074
C 3.7506 -0.7865 -2.2395  -0.272
C 4.2472 -1.6004 -3.2544  -0.085
C 5.3294 -1.1731 -4.0063  -0.066
C 5.9211 0.0544 -3.7434  -0.062
C 5.4338 0.8593 -2.7246  -0.061
C 4.3491 0.4412 -1.9694  -0.066
C -1.5038 -3.0022 -2.9136  -0.273
C -2.8475 -2.7266 -2.6747  -0.067
C -3.7904 -2.9864 -3.6567  -0.064
C -3.3958 -3.5253 -4.8727  -0.065
C -2.0576 -3.8091 -5.1070  -0.069
C -1.1092 -3.5528 -4.1299  -0.087
C 0.0896 -4.1094 -0.7298  -0.286
C 0.5367 -5.2309 -1.4242  -0.081
C 0.7878 -6.4075 -0.7404  -0.069
C 0.5871 -6.4708 0.6321  -0.065
C 0.1325 -5.3569 1.3222  -0.062
C -0.1203 -4.1746 0.6426  -0.073
H 0.8467 -1.2042 -3.1313  0.097
H 1.6398 -2.7943 -3.0188  0.059
H 2.1659 -1.2561 1.6272  0.034
H 2.8845 -2.8916 3.3200  0.114
H 3.9891 -4.9906 2.6182  0.114
H 4.3779 -5.4360 0.2206  0.114
H 3.6365 -3.8262 -1.4764  0.104
H 3.7976 -2.5594 -3.4793  0.094
H 5.7050 -1.7998 -4.8044  0.111
H 6.7601 0.3816 -4.3427  0.112
H 5.8954 1.8171 -2.5248  0.112
H 3.9427 1.0625 -1.1823  0.105
H -3.1325 -2.2939 -1.7244  0.106
H -4.8344 -2.7667 -3.4768  0.110
H -4.1276 -3.7206 -5.6450  0.111
H -1.7489 -4.2269 -6.0561  0.110
H -0.0685 -3.7720 -4.3339  0.097
H 0.6675 -5.1964 -2.4998  0.102
H 1.1271 -7.2814 -1.2809  0.111
H 0.7760 -7.3965 1.1594  0.112
H -0.0389 -5.4144 2.3890  0.113
H -0.4912 -3.3036 1.1681  0.102
N -2.4245 3.1676 -1.3855  0.066
C -1.2008 3.6311 -1.7954  -0.082
C -0.2822 2.7812 -1.2581  -0.142
N -0.9379 1.8203 -0.5339  -0.049
C -2.2230 2.0732 -0.6255  -0.185
H -3.3148 3.5789 -1.6048  0.159
H -1.0892 4.5032 -2.4139  0.117
H 0.7888 2.7800 -1.3602  0.100
H -3.0082 1.4864 -0.1805  0.129

Values from the calculation:
- Net charge: +1
- Spin multiplicity: 2
- <S²>: 0.75
- Energy: -2178.5915 Eh



(4)
Molecular formula: H4O2
Method: DFT, ωB97M-V/def2-TZVPD

Last column: Löwdin charge in e.
CARTESIAN COORDINATES (ANGSTROEM)
O 0.0257 1.1311 -0.1195  -0.075
H -0.4683 1.4906 -0.8972  0.076
H 0.1755 1.7538 0.6129  0.059
O -0.1657 -1.7969 0.0419  -0.136
H -0.3016 -0.8373 -0.1811  -0.003
H 0.7344 -1.7414 0.5429  0.079

Values from the calculation:
- ΔE to the lowest compared entry with this formula, charge and spin: 6.3 kcal per mole